Entry w
Formula: C5H10
Source: OMol25
Level of theory: wB97M-V/def2-TZVPD

The geometry in XYZ format:
```
15
Properties=species:S:1:pos:R:3
C -0.626 0.700 1.604
C 0.180 -0.127 0.598
C 0.894 0.605 -0.565
C 0.414 -0.498 -1.533
C -0.586 -0.971 -0.454
H -0.614 0.244 2.600
H -0.230 1.719 1.698
H -1.678 0.796 1.305
H 0.907 -0.761 1.122
H 0.434 1.578 -0.775
H 1.977 0.746 -0.469
H 1.189 -1.244 -1.739
H -0.007 -0.167 -2.487
H -0.664 -2.051 -0.281
H -1.592 -0.569 -0.625
```

**Total charge**: 0
**Molecular weight**: 70.13 g mol⁻¹
**Orbital gap**: 0.436 hartree
**2S+1**: 1


Entry x
Formula: C5H10
Source: OMol25
Level of theory: wB97M-V/def2-TZVPD

The geometry in XYZ format:
```
15
Properties=species:S:1:pos:R:3
C 1.758 -0.165 -0.370
C 0.604 -0.758 0.488
C -0.694 -0.228 0.086
C -0.675 1.317 0.113
C -1.751 -0.873 -0.327
H 2.703 -0.549 -0.227
H 1.943 0.943 -0.152
H 1.547 -0.150 -1.448
H 0.657 -1.882 0.550
H 0.693 -0.475 1.529
H -1.799 1.700 0.325
H -0.015 1.718 0.929
H -0.348 1.937 -0.896
H -1.870 -1.968 -0.124
H -2.753 -0.566 -0.477
```

**Total charge**: 0
**Molecular weight**: 70.13 g mol⁻¹
**Orbital gap**: 0.387 hartree
**2S+1**: 1


Entry y
Formula: C5H10
Source: OMol25
Level of theory: wB97M-V/def2-TZVPD

The geometry in XYZ format:
```
15
Properties=species:S:1:pos:R:3
C -1.265 0.206 0.914
C -1.068 -1.233 0.611
C 0.009 -0.278 0.309
C 0.377 1.013 -2.254
C 1.353 -0.278 0.836
H -1.814 0.894 0.241
H -1.179 0.648 1.906
H -1.060 -1.844 1.479
H -1.545 -1.718 -0.262
H 1.409 1.053 -2.220
H -0.156 1.664 -1.644
H -0.180 0.735 -3.068
H 1.733 -1.390 1.061
H 1.284 0.185 1.722
H 2.102 0.342 0.370
```

**Total charge**: 0
**Molecular weight**: 70.13 g mol⁻¹
**Orbital gap (spin up / spin down)**: 0.339 / 0.309 hartree
**2S+1**: 1


Entry z
Formula: C5H10
Source: OMol25
Level of theory: wB97M-V/def2-TZVPD

The geometry in XYZ format:
```
15
Properties=species:S:1:pos:R:3
C 1.118 -1.626 -1.409
C 0.190 -1.326 -0.028
C 0.351 0.104 0.626
C -0.953 0.889 0.815
C -0.992 2.236 0.375
H 0.758 -2.532 -2.040
H 2.190 -1.472 -1.263
H 0.881 -0.693 -2.097
H 0.330 -2.139 0.791
H -0.848 -1.182 -0.331
H 0.952 -0.079 1.546
H 1.177 0.635 0.061
H -1.798 0.399 0.534
H -0.175 2.567 -0.312
H -1.752 2.831 0.837
```

**Total charge**: 0
**Molecular weight**: 70.13 g mol⁻¹
**Orbital gap**: 0.353 hartree
**2S+1**: 1


The winner here is entry w, beating the second structure by 88.8 kJ/mol.